Formula: C4H13N2O
Source: OMol25
Level of theory: the ωB97M-V functional and the def2-TZVPD basis

Cartesian coordinates (Å):
C -1.49 0.31 -2.12
C -2.25 -0.35 -0.96
C -2.14 0.38 0.40
N -0.87 0.14 1.05
C 0.22 -0.21 0.40
N 1.40 -0.17 1.01
H -2.05 0.91 -2.85
H -0.82 -0.34 -2.71
H -0.82 1.08 -1.63
H -2.03 -1.37 -0.75
H -3.31 -0.29 -1.20
H -3.00 0.00 1.03
H -2.43 1.45 0.27
H -0.66 0.68 1.89
H 0.23 -0.62 -0.60
H 2.40 -0.06 0.72
H 1.29 -0.19 2.03
H 4.33 -0.94 -0.17
H 4.91 0.37 0.30
O 4.10 -0.14 0.35

Calculated values
**Frontier orbital gap**: 11.2 eV
**ΔE to the lowest compared entry with this formula, charge and spin**: 1.461 eV
**Calculated total energy**: -344.713152 hartree
**HOMO energy**: -14.6 eV
**Net charge**: +1



Formula: C4H13N2O
Source: OMol25
Level of theory: the ωB97M-V functional and the def2-TZVPD basis

Cartesian coordinates (Å):
C 1.17 0.64 0.59
C 0.18 -0.39 -0.16
C -1.18 -0.73 0.45
C -2.45 0.09 0.28
N -2.94 -0.36 -1.19
N 2.62 0.57 0.57
H 0.70 1.63 0.20
H 0.83 0.56 1.65
H 0.83 -1.17 -0.51
H -0.04 0.27 -1.13
H 0.42 0.69 2.39
H -3.18 -0.18 0.97
H -2.32 -1.10 -1.42
H -3.87 -0.63 -1.16
H 2.97 0.08 -0.55
H 3.02 1.47 0.78
H -2.32 1.26 0.05
H -1.18 -1.29 1.32
H 3.83 -0.77 -1.71
O 2.94 -0.65 -1.43

Calculated values
**Frontier orbital gap**: 4.9 eV
**ΔE to the lowest compared entry with this formula, charge and spin**: 12.247 eV
**Calculated total energy**: -344.316791 hartree
**HOMO energy**: -13.0 eV
**Net charge**: +1



Formula: C4H13N2O
Source: OMol25
Level of theory: the ωB97M-V functional and the def2-TZVPD basis

Cartesian coordinates (Å):
C 2.18 -0.47 0.63
C 0.80 -0.88 0.15
N -0.03 0.14 -0.62
C 0.55 1.47 -0.33
C -1.62 0.13 -0.23
N -2.27 -1.10 -0.36
O -1.76 0.45 1.03
H 2.76 0.04 -0.17
H 2.01 0.28 1.43
H 2.90 -1.23 0.99
H 0.05 -1.19 0.96
H 1.01 -1.81 -0.49
H -0.07 -0.16 -1.61
H 0.68 1.66 0.76
H 1.54 1.62 -0.94
H -0.27 2.27 -0.78
H -2.07 0.82 -0.88
H -2.17 -1.75 -1.24
H -2.68 -1.60 0.49
H -1.53 1.31 1.23

Calculated values
**Structure (SMILES)**: CC[N@H+](C)[C@@H](N)O
**Frontier orbital gap**: 11.0 eV
**ΔE to the lowest compared entry with this formula, charge and spin**: 3.259 eV
**Calculated total energy**: -344.647064 hartree
**HOMO energy**: -14.1 eV
**Net charge**: +1



Formula: C4H13N2O
Source: OMol25
Level of theory: the ωB97M-V functional and the def2-TZVPD basis

Cartesian coordinates (Å):
C -1.09 0.87 -0.80
C -0.71 1.47 0.52
C -0.43 0.35 1.56
C 0.77 0.04 1.97
N -1.62 -0.52 1.92
N 0.33 0.27 -1.26
H -1.71 -0.02 -0.77
H -1.34 1.60 -1.60
H -1.63 2.19 0.81
H 0.25 2.15 0.32
H 1.64 0.64 1.73
H 0.89 -1.01 2.47
H 1.88 -3.16 -2.12
H -2.58 -0.04 2.18
H -1.25 -1.10 2.69
H 0.20 -0.53 -1.94
H 0.81 1.06 -1.83
H 1.11 0.02 -0.45
H 2.54 -2.07 -3.09
O 1.94 -2.22 -2.32

Calculated values
**Frontier orbital gap**: 9.3 eV
**ΔE to the lowest compared entry with this formula, charge and spin**: 3.170 eV
**Calculated total energy**: -344.650342 hartree
**HOMO energy**: -12.6 eV
**Net charge**: +1



Formula: C4H13N2O
Source: OMol25
Level of theory: the ωB97M-V functional and the def2-TZVPD basis

Cartesian coordinates (Å):
C -1.59 0.77 -0.40
C -1.29 -0.18 0.74
C -0.30 0.41 1.73
C 0.97 0.01 1.77
N 1.67 -0.95 0.92
N -0.35 1.07 -1.21
H -2.31 0.32 -1.09
H -2.01 1.71 -0.03
H -0.88 -1.09 0.30
H -2.25 -0.41 1.20
H -0.68 0.69 2.71
H 1.59 0.50 2.52
H 2.60 -0.62 0.75
H 1.65 -1.74 1.57
H 0.07 0.19 -1.56
H 0.29 1.61 -0.62
H -0.59 1.62 -2.04
H 0.80 -1.24 -3.11
H 1.77 -1.29 -2.01
O 0.84 -1.38 -2.15

Calculated values
**Frontier orbital gap**: 9.8 eV
**ΔE to the lowest compared entry with this formula, charge and spin**: 2.023 eV
**Calculated total energy**: -344.692485 hartree
**HOMO energy**: -13.1 eV
**Net charge**: +1



Formula: C4H13N2O
Source: OMol25
Level of theory: the ωB97M-V functional and the def2-TZVPD basis

Cartesian coordinates (Å):
C -0.08 0.34 3.18
C 1.65 1.29 1.79
N 0.72 0.44 1.96
H 0.12 -0.62 3.65
H -1.13 0.38 2.90
H 0.15 1.16 3.85
H 1.91 1.95 2.61
H 2.19 1.33 0.86
H 0.40 -0.22 1.15
C -0.81 -0.74 -2.40
O -0.92 0.34 -3.31
C -0.30 -0.17 -1.09
N -0.07 -1.21 -0.05
H -1.77 -1.24 -2.24
H -0.10 -1.49 -2.77
H -1.61 0.17 -3.96
H 0.64 0.33 -1.27
H -1.01 0.56 -0.69
H -0.80 -1.91 -0.12
H 0.78 -1.73 -0.31

Calculated values
**Frontier orbital gap**: 9.3 eV
**ΔE to the lowest compared entry with this formula, charge and spin**: 2.192 eV
**Calculated total energy**: -344.686284 hartree
**HOMO energy**: -13.6 eV
**Net charge**: +1



Formula: C4H13N2O
Source: OMol25
Level of theory: the ωB97M-V functional and the def2-TZVPD basis

Cartesian coordinates (Å):
C 1.15 -1.61 -0.18
C 0.94 1.28 0.52
C 1.24 -0.42 -1.15
C -1.67 -0.03 -0.01
N -1.74 -0.21 1.29
N 0.43 0.72 -0.66
O -2.37 0.93 -0.69
H 1.93 -2.46 -0.45
H 1.38 -1.24 0.88
H 0.19 -2.14 -0.20
H 0.45 2.24 0.80
H 0.82 0.41 1.33
H 2.01 1.65 0.56
H 0.96 -0.67 -2.14
H 2.24 -0.14 -1.11
H -1.39 -0.90 -0.61
H -1.74 -1.05 1.89
H -2.49 0.47 1.71
H 0.40 1.45 -1.47
H -2.74 1.72 -0.32

Calculated values
**Frontier orbital gap**: 9.9 eV
**ΔE to the lowest compared entry with this formula, charge and spin**: 3.555 eV
**Calculated total energy**: -344.636218 hartree
**HOMO energy**: -13.5 eV
**Net charge**: +1



Formula: C4H13N2O
Source: OMol25
Level of theory: the ωB97M-V functional and the def2-TZVPD basis

Cartesian coordinates (Å):
C -0.01 2.46 -1.02
C -0.87 1.25 -0.62
C -0.21 -0.15 -0.45
C 0.09 -0.96 -1.50
N 1.09 -1.91 -1.62
N 0.54 -0.42 0.76
H 0.39 2.60 -2.06
H 0.87 2.71 -0.40
H -0.57 3.33 -0.87
H -1.42 1.46 0.28
H -1.62 1.08 -1.43
H -0.38 -0.72 -2.48
H 1.30 -2.66 -0.93
H 0.87 -2.61 -2.30
H 0.76 0.45 1.19
H 0.07 -1.04 1.51
H 1.17 -0.96 0.22
H -0.40 -0.37 4.37
H -1.42 0.15 3.15
O -0.62 -0.35 3.41

Calculated values
**Frontier orbital gap**: 10.0 eV
**ΔE to the lowest compared entry with this formula, charge and spin**: 3.126 eV
**Calculated total energy**: -344.651964 hartree
**HOMO energy**: -13.1 eV
**Net charge**: +1



Formula: C4H13N2O
Source: OMol25
Level of theory: the ωB97M-V functional and the def2-TZVPD basis

Cartesian coordinates (Å):
N 1.79 0.32 1.26
C 1.60 0.37 -0.21
C 1.09 -1.15 -0.66
N -0.40 -1.10 -0.76
C -1.30 -0.03 -1.06
C -1.70 0.87 0.16
O -0.64 1.45 0.95
H 2.68 0.71 1.58
H 1.02 0.71 1.79
H 0.71 1.02 -0.45
H 2.50 0.63 -0.87
H -0.95 -1.47 1.63
H 1.32 -1.72 0.21
H 1.57 -1.52 -1.62
H -0.89 -1.84 -0.25
H -2.09 -0.28 -1.78
H -0.58 0.71 -1.55
H -2.34 1.72 -0.21
H -2.49 0.28 0.75
H -0.89 0.32 1.10

Calculated values
**Frontier orbital gap**: 5.3 eV
**ΔE to the lowest compared entry with this formula, charge and spin**: 11.346 eV
**Calculated total energy**: -344.349870 hartree
**HOMO energy**: -13.8 eV
**Net charge**: +1



Formula: C4H13N2O
Source: OMol25
Level of theory: the ωB97M-V functional and the def2-TZVPD basis

Cartesian coordinates (Å):
C 2.85 -0.97 -0.33
C -1.04 0.90 1.87
C 2.22 0.41 -0.11
C 0.55 0.42 0.04
N -0.27 -0.12 -0.80
N -2.99 -0.39 -1.04
O 0.24 0.95 1.25
H 2.77 -1.65 0.62
H 2.27 -1.47 -1.14
H 3.93 -0.80 -0.63
H -1.44 -0.07 1.68
H -1.91 1.69 1.51
H -0.97 0.96 2.98
H 2.39 1.07 -1.00
H 2.56 0.75 0.86
H -1.50 0.04 -0.85
H 0.15 -0.42 -1.70
H -3.26 -1.03 -0.29
H -3.14 -0.82 -1.92
H -3.43 0.54 -1.01

Calculated values
**Frontier orbital gap**: 12.2 eV
**ΔE to the lowest compared entry with this formula, charge and spin**: 2.410 eV
**Calculated total energy**: -344.678292 hartree
**HOMO energy**: -15.1 eV
**Net charge**: +1



Formula: C4H13N2O
Source: OMol25
Level of theory: the ωB97M-V functional and the def2-TZVPD basis

Cartesian coordinates (Å):
C 1.42 1.17 1.45
N 0.54 0.08 1.47
C 0.74 -1.08 0.54
C -0.59 -0.86 -0.28
N -1.52 0.23 0.11
C -0.14 -0.28 -1.72
O -1.29 -0.12 -2.50
H 1.03 1.98 2.09
H 1.63 1.57 0.58
H 2.44 0.90 1.87
H 0.19 -0.22 2.37
H 0.63 -2.07 1.00
H 1.64 -0.91 -0.20
H -1.17 -1.95 -0.27
H -2.13 0.42 -0.77
H -1.07 1.15 0.40
H -2.14 -0.09 0.93
H 0.53 -1.08 -2.12
H 0.21 0.75 -1.51
H -0.95 0.40 -3.41

Calculated values
**Structure (SMILES)**: CNC[C@@H]([NH3+])CO
**Frontier orbital gap**: 9.5 eV
**ΔE to the lowest compared entry with this formula, charge and spin**: 4.212 eV
**Calculated total energy**: -344.612070 hartree
**HOMO energy**: -12.7 eV
**Net charge**: +1



Formula: C4H13N2O
Source: OMol25
Level of theory: the ωB97M-V functional and the def2-TZVPD basis

Cartesian coordinates (Å):
C 0.55 1.46 -1.53
O 1.05 0.59 -2.59
C 0.50 0.31 -0.37
C -0.53 0.88 0.73
C -0.54 -0.14 1.98
N -0.85 -1.53 1.64
N 0.19 -1.19 -0.90
H -0.46 1.74 -1.68
H 1.37 2.21 -1.27
H 1.49 1.07 -3.32
H 1.50 0.08 0.05
H -1.62 0.76 0.35
H -0.15 1.87 1.00
H -1.22 0.41 2.60
H 0.45 -0.15 2.58
H -0.30 -1.71 -0.15
H -1.87 -1.90 1.83
H -0.27 -2.24 1.97
H 1.13 -1.56 -1.13
H -0.40 -0.96 -1.79

Calculated values
**Multiplicity**: 2
**Frontier orbital gap (spin up / spin down)**: 11.6 / 5.3 eV
**ΔE to the lowest compared entry with this formula, charge and spin**: 3.985 eV
**Calculated total energy**: -344.158012 hartree
**HOMO energy (spin up / spin down)**: -18.8 / -18.8 eV
**Net charge**: +2